This record from OMol25 describes a molecular structure, C7H5F9O3V at a distorted geometry. The level of theory is the ωB97M-V functional and the def2-TZVPD basis.

```
25
Properties=species:S:1:pos:R:3
C 0.17 3.62 1.29
C 0.08 2.52 0.29
O -1.16 1.75 0.56
C -1.76 1.23 -0.44
O -2.91 1.25 -0.67
O -0.91 0.48 -1.38
C -0.72 -0.78 -1.13
F -1.60 -1.29 -0.32
F -0.88 -1.47 -2.45
C 0.76 -1.18 -0.76
F 1.23 -2.07 -1.70
F 1.50 -0.09 -0.90
C 0.97 -1.69 0.68
F 2.28 -1.77 0.85
F 0.50 -0.79 1.54
C 0.33 -3.10 0.97
F 1.20 -3.89 1.52
F -0.70 -2.95 1.78
F -0.12 -3.63 -0.18
H -0.69 4.26 1.27
H 1.06 4.18 1.04
H 0.33 3.24 2.28
H 0.06 2.92 -0.71
H 0.92 1.86 0.44
V 0.06 -2.62 -3.88
```

* orbital gap (alpha / beta): 0.173 / 0.188 hartree
* total charge: +2
* multiplicity: 2

Here are the natural (NBO) charges for atoms 1 to 4, given in e: C -0.6294; C -0.0705; O -0.4659; C 0.9800